An isolated molecule of C18H23NO5, computed with wB97M-V/def2-TZVPD.

calculated total energy = -30767.42939 eV
LUMO level = 0.31 eV
ΔE to the lowest compared entry with this formula, charge and spin = 40.0 kcal per mole

Geometry as ORCA input:
```
! wB97M-V def2-TZVPD RIJCOSX def2/J DEFGRID3
* xyz 0 1
C -1.01590 0.10564 1.39398
C -5.14034 1.04775 -1.17517
H 7.55812 -0.56795 -2.94882
C 3.49459 -0.21236 0.52564
H 2.34089 -1.45057 -0.60155
C -2.89602 -1.26391 0.92753
O 3.60057 0.50419 1.50503
H -5.59977 -1.57557 0.26963
H -3.90558 -0.65861 -1.46323
H -7.07098 1.72113 -0.73741
H -5.38457 -1.18436 1.97922
C 5.99967 0.67150 -2.17296
H -3.03023 0.79464 -1.01148
H -3.09448 -2.16108 0.33332
C -6.41075 0.33600 0.83751
O 2.86733 1.83761 -0.90498
C 6.37354 -1.59468 -1.48977
C 1.25062 -0.96669 1.14455
C -6.23776 1.09964 -0.43958
H -1.03797 -0.22224 2.44380
H -7.41618 -0.09086 0.87566
C 0.43713 0.32496 0.96069
C 4.14982 2.02821 -1.24577
H 0.62227 -1.82184 0.89767
C 4.57950 -0.33428 -0.50041
O 4.59848 3.11119 -1.51497
H -6.32587 1.03064 1.68022
C -3.94188 0.22539 -0.81708
H 0.43848 0.57948 -0.11346
H -2.91532 -1.53830 1.99378
H -3.80349 0.65812 1.28244
H 1.57491 -1.03229 2.18765
C 4.92092 0.76013 -1.29856
C -3.98002 -0.21550 0.64648
H 2.40955 2.68805 -0.80599
H 6.93629 -2.51324 -1.56327
H 6.25143 1.53493 -2.76966
H 1.91304 1.28551 1.78270
O -1.59228 -0.87063 0.55719
C 6.72234 -0.50266 -2.26900
C 5.31003 -1.50993 -0.60680
C -5.36639 -0.76989 0.96889
H 5.05250 -2.35270 0.01789
N 2.42789 -1.00495 0.29741
H -1.54002 1.06638 1.32429
O 0.94658 1.39490 1.71365
H -5.07070 1.60910 -2.09689
*
```